Record 1
The following is a quantum chemistry calculation of a molecular structure, C36H28I2OP2PtS, from the Open Molecules 2025 dataset.

```
71
C36H28I2OP2PtS, DFT the ωB97M-V functional and the def2-TZVPD basis
Pt -0.8288 -0.4919 -0.7269
O -2.4667 -1.5145 1.9074
S -1.1568 -1.1436 1.4529
C -0.4360 0.2518 2.3624
C 0.2078 0.0718 3.5535
C 0.7764 1.1603 4.2262
C 0.7136 2.4077 3.6323
C 0.1050 2.5934 2.3714
C -0.5162 1.5100 1.7369
P -1.3205 1.6351 0.1423
C -0.6409 2.9654 -0.8471
C 0.5708 2.8040 -1.5779
C 1.0897 3.8833 -2.2925
C 0.4299 5.1436 -2.3393
C -0.7614 5.2727 -1.6404
C -1.3067 4.2095 -0.9090
C -3.0209 1.9143 0.4943
C -3.8443 2.0656 -0.6038
C -5.1858 2.2271 -0.3581
C -5.6401 2.3176 0.9871
C -4.7402 2.2270 2.0808
C -3.4237 1.8782 1.8376
C 0.0701 -2.3829 1.8167
C -0.0325 -3.1912 2.9174
C 0.9680 -4.1656 3.1486
C 2.0689 -4.2625 2.3017
C 2.1887 -3.4101 1.2066
C 1.1491 -2.4673 0.9326
P 1.1669 -1.5733 -0.5925
C 0.7306 -2.6372 -1.9257
C 0.2475 -3.9326 -1.6225
C -0.1388 -4.7025 -2.6750
C -0.1031 -4.2300 -3.9846
C 0.2900 -2.9215 -4.2884
C 0.7383 -2.1374 -3.2251
C 2.5904 -0.5841 -0.8357
C 2.9225 0.5292 -0.0454
C 4.1400 1.1414 -0.2069
C 5.0751 0.6074 -1.1090
C 4.7450 -0.4316 -1.9544
C 3.5138 -1.0512 -1.7998
H 0.3034 -0.8978 3.9970
H 1.1875 0.9671 5.1931
H 1.0989 3.2808 4.1606
H 0.1453 3.5545 1.8524
H 1.1552 1.9123 -1.4834
H 2.0169 3.8308 -2.7592
H 0.7822 5.9772 -2.9269
H -1.2983 6.1927 -1.6150
H -2.2752 4.3993 -0.3835
H -3.4516 1.9595 -1.6218
H -6.0159 2.2175 -1.0180
H -6.7122 2.4579 1.1875
H -5.1799 2.2980 3.0797
H -2.6493 1.7122 2.5998
H -0.8404 -3.0944 3.6450
H 0.9167 -4.7773 4.0368
H 2.8324 -5.0228 2.4747
H 3.0349 -3.4657 0.5532
H 0.3480 -4.3457 -0.5705
H -0.4313 -5.7424 -2.5088
H -0.4050 -4.8699 -4.8012
H 0.2225 -2.5926 -5.3150
H 1.0255 -1.1216 -3.3843
H 2.2289 0.9187 0.6749
H 4.4259 2.0289 0.3596
H 6.0576 1.0708 -1.1244
H 5.4395 -0.7185 -2.7175
H 3.2986 -1.8771 -2.4997
I -2.7770 -3.7177 -1.4038
I -5.4181 -4.1205 -1.2304
```

Output
energy relative to the best compared isomer or geometry (same formula, charge and spin): 0.0 kJ/mol
spin multiplicity: 5
total energy: -88650.409 eV
HOMO level (alpha / beta): -17.8 / -19.0 eV
M: 1019.52 g mol⁻¹
LUMO (alpha / beta): -12.6 / -15.3 eV
net charge: +4

Record 2
The following is a quantum chemistry calculation of 3 unconnected molecules or ions with the total composition C23H39BF3N7O7P, from the Open Molecules 2025 dataset.

```
81
C23H39BF3N7O7P, DFT the ωB97M-V functional and the def2-TZVPD basis
C 3.8159 -0.3937 2.8704
C 2.3071 -0.2884 2.9316
F 2.0031 1.0236 3.3386
C 1.5081 -0.6325 1.6293
C 0.5842 -1.8156 1.9704
C 1.3284 -3.0917 2.4276
C 0.9118 -3.5700 3.8389
C 1.0635 -5.0900 4.0318
N 2.0746 -5.3910 5.0734
C 2.3975 -1.0604 0.4651
N 2.9922 0.0573 -0.3093
C 2.7354 1.3452 0.1768
N 3.7316 2.2108 0.0183
P 5.2602 1.7847 -0.6850
N 6.2357 2.9741 -0.5430
N 1.5699 1.6506 0.6821
C 1.2133 3.0132 0.9965
C 0.1886 3.5956 0.2787
C -0.1459 4.8917 0.6180
C 0.5486 5.5199 1.6435
N 1.5415 4.9672 2.3396
C 1.8541 3.7227 2.0001
C 0.6786 0.5730 1.1892
B -0.3917 0.2648 0.0129
O -1.7202 0.3830 0.2897
N 0.0875 -0.1175 -1.3354
C -0.7444 -1.1986 -1.9000
C 0.0740 1.0105 -2.2893
H 4.2568 0.0340 1.9719
H 4.1348 -1.4320 2.9321
H 4.2321 0.1192 3.7332
H 1.9702 -0.9146 3.7546
H -0.0882 -1.4898 2.7625
H -0.0032 -2.0943 1.0933
H 1.1405 -3.8932 1.7172
H 2.4049 -2.9302 2.4548
H -0.1130 -3.2522 4.0149
H 1.5875 -3.1120 4.5563
H 0.1090 -5.4805 4.3751
H 1.3497 -5.5799 3.1040
H 1.6970 -6.0239 5.7647
H 2.8498 -5.8877 4.6562
H 3.1775 -1.7562 0.7541
H 1.7662 -1.6068 -0.2307
H 2.5582 0.0394 -1.2312
H 3.6294 3.1804 0.2941
H 5.6632 0.6524 0.0220
H 4.9696 1.3887 -1.9989
H 6.5570 3.3347 -1.4312
H -0.3462 3.0809 -0.5050
H -0.9395 5.4076 0.1013
H 0.2699 6.5262 1.9209
H 2.6615 3.2497 2.5437
H 0.1158 0.9926 2.0161
H -2.2115 0.9027 -0.3665
H -0.3069 -1.5105 -2.8473
H -1.7531 -0.8442 -2.1334
H -0.7880 -2.0542 -1.2337
H 0.2103 0.6422 -3.3025
H 0.8687 1.7195 -2.0603
H -0.8776 1.5559 -2.2764
C -4.7721 0.6576 -1.1325
C -5.8312 1.6660 -1.5171
O -5.1891 2.9048 -1.2015
C -3.8647 2.7274 -1.3255
O -3.0531 3.5920 -1.3687
O -3.5586 1.3970 -1.3758
F -6.9383 1.5349 -0.7539
H -4.8341 0.4024 -0.0738
H -4.8020 -0.2492 -1.7295
H -6.1034 1.6561 -2.5713
C -3.7741 -1.6529 -5.9740
C -4.8532 -2.4683 -5.2939
O -5.3415 -1.5562 -4.3180
C -5.1329 -0.2998 -4.7910
O -5.6413 0.6763 -4.3454
O -4.2769 -0.3178 -5.8297
F -4.3556 -3.5601 -4.6736
H -2.8233 -1.7412 -5.4469
H -3.6343 -1.9018 -7.0214
H -5.6760 -2.7693 -5.9429
```

Output
total energy: -67360.127 eV
HOMO level: -11.4 eV
M: 624.39 g mol⁻¹
LUMO: -2.5 eV
net charge: +1